10
Properties=species:S:1:pos:R:3:forces:R:3 method="wB97M-V/def2-TZVPD" charge=0 homo_ev="-9.73 / -8.20" gap_ev="9.6 / 7.7" multiplicity=1 lumo_energy_ha="-0.0044 / -0.0178" max_force_ev_per_a=4.47
C 1.038198 0.642899 0.720961 2.8341 -0.8719 -1.7625
C 0.415154 1.099821 1.818509 -0.9277 -0.0347 -2.3728
C 0.042514 1.155249 -0.146027 -3.1128 -1.1750 2.9784
N -1.096107 -0.851544 -1.209346 1.2222 1.6255 -1.3212
O -0.705030 1.563941 0.983561 -0.3997 1.1890 0.8272
F -0.187788 1.832246 -1.207015 0.7311 0.6452 -0.9948
H 1.831354 0.056998 0.302693 0.7769 -0.1361 0.9761
H 0.521736 1.210027 2.883005 -0.4009 -0.1762 -0.0641
H -2.032505 -0.665531 -0.882151 -0.5956 0.1857 0.4105
H -1.028724 -0.182257 -2.049594 -0.1276 -1.2515 1.3233